Computed, not measured: a structure of composition C23H29MgN10O7P, with wB97M-V/def2-TZVPD.

Energy (eV): -68287.0897
HOMO (eV): -7.677
LUMO level (eV): -0.2

Each line ends with the Mulliken charge.
Element x y z (Å)
Mg  -0.186608  0.093111  0.714260  2.27
C  3.588811  -3.970593  1.870801  -0.86
N  3.129081  -2.655611  1.492848  0.24
C  3.907410  -1.660498  1.053588  -0.72
C  3.093626  -0.534997  0.835537  -0.84
N  1.807257  -0.874723  1.095416  0.27
C  1.841052  -2.160564  1.479842  -0.21
P  0.429414  -3.258932  1.979829  -0.38
C  -0.415455  -3.076227  0.329026  0.03
N  -0.594571  -1.856579  -0.175382  0.38
C  -1.340254  -2.046016  -1.327832  -0.57
C  -1.660514  -3.381491  -1.443747  -0.81
N  -1.056926  -4.004981  -0.394267  0.03
C  -0.856954  -5.436470  -0.155912  -0.97
C  -0.561515  -2.069885  2.948459  0.05
N  -0.800994  -0.830542  2.588935  0.30
C  -1.279054  -0.241494  3.678615  -0.72
C  -1.387859  -1.098686  4.708841  -0.49
N  -0.887044  -2.266518  4.229700  0.13
C  -0.774063  -3.455635  5.055536  -0.95
H  3.106749  -4.317491  2.778426  0.34
H  4.654843  -3.955848  2.030458  0.32
H  3.335752  -4.652198  1.041866  0.32
H  4.952479  -1.844155  1.019206  0.43
H  3.362967  0.447769  0.474372  0.69
H  -1.707676  -1.233078  -1.922747  0.40
H  -2.215359  -3.927442  -2.127426  0.55
H  -0.599918  -5.562343  0.859317  0.36
H  -0.035343  -5.770845  -0.807442  0.31
H  -1.731466  -5.966944  -0.379078  0.37
H  -1.517378  0.814055  3.737608  0.40
H  -1.652320  -0.964414  5.780809  0.43
H  -1.645305  -3.490152  5.753974  0.36
H  0.191642  -3.597783  5.621189  0.26
H  -0.745336  -4.308186  4.389910  0.38
O  -0.380229  3.291569  2.934709  -0.73
C  -0.399080  2.644722  1.883911  -0.18
O  0.433311  1.731232  1.505404  -0.71
C  -1.459918  3.115277  0.856463  1.21
C  -1.690338  4.438381  0.655405  -0.12
C  -2.494089  4.899366  -0.360610  -0.81
C  -3.128202  3.997013  -1.159753  -0.49
C  -2.921944  2.659859  -0.977340  -0.24
C  -2.085311  2.109986  0.052501  0.67
O  -1.991043  0.846868  0.273612  -0.99
N  -3.537249  1.751402  -1.937062  0.81
O  -2.877760  0.785589  -2.293875  -0.49
O  -4.658138  2.026357  -2.364467  -0.63
N  -2.595618  6.283991  -0.605143  1.08
O  -3.252396  6.599878  -1.565156  -0.67
O  -2.070591  7.007698  0.182431  -0.65
H  -1.063529  5.099409  1.296021  0.49
H  -3.776021  4.345429  -1.974882  0.56
C  0.538477  1.455416  -4.268653  -1.60
C  1.613259  1.568344  -3.194490  1.66
C  2.934817  1.165199  -3.847863  -1.92
C  1.607000  3.063312  -2.662763  -1.80
N  1.418306  0.528199  -2.136556  -0.63
N  0.380762  0.865707  -1.230282  0.14
H  0.695279  2.244575  -5.031211  0.42
H  -0.438664  1.703676  -3.859153  0.28
H  0.550240  0.512403  -4.847781  0.35
H  3.071672  1.746813  -4.762977  0.46
H  2.942356  0.082801  -4.030208  0.42
H  3.785774  1.437531  -3.248957  0.42
H  2.167567  3.646689  -3.383953  0.47
H  2.236692  3.166852  -1.796432  0.36
H  0.541935  3.336862  -2.552827  0.42
H  2.266033  0.434488  -1.658704  0.28
H  -0.471521  0.683721  -1.758449  -0.12
H  0.358987  1.839791  -0.945472  0.20

Atomic forces in eV per Å
Mg 0.0 -0.4 0.0
C -0.6 -0.6 -0.7
N -1.7 0.9 0.1
C 0.0 1.8 -0.2
C 0.9 -1.3 -0.1
N 0.2 -1.6 0.3
C -0.2 -0.3 0.7
P 0.1 0.5 -1.1
C 0.1 1.4 1.1
N -0.5 -0.9 -1.1
C -0.3 -0.6 0.8
C 1.1 1.3 0.8
N 0.4 -0.8 0.7
C 1.0 1.2 -1.4
C 1.0 -1.0 -1.1
N 0.4 -0.3 -0.8
C -1.1 2.8 0.7
C 0.1 -0.2 1.7
N -0.1 -0.8 1.6
C 0.4 -0.8 0.5
H -0.1 0.1 0.1
H 0.3 0.1 -0.1
H 0.3 0.0 0.5
H 0.7 0.3 -0.2
H 0.0 -0.1 0.2
H 0.0 0.2 -0.1
H -0.9 -0.7 -1.2
H 0.3 -0.3 1.1
H -0.3 -0.1 0.3
H -1.3 -0.8 -0.3
H 0.0 -0.1 -0.3
H 0.1 -0.2 -1.2
H 0.8 -0.1 -0.7
H -0.9 0.9 -0.4
H -0.5 -0.3 -0.1
O 0.3 -0.9 -0.3
C -0.2 1.6 0.2
O -0.6 0.7 0.5
C 0.7 -2.0 0.0
C 2.0 0.7 1.4
C 0.3 -1.1 0.4
C -1.0 0.3 -1.4
C 0.3 -1.0 0.2
C -0.8 0.1 -0.1
O 0.3 0.5 -0.1
N -0.6 0.4 -0.2
O -0.2 0.0 -0.2
O 0.9 -0.4 0.3
N -0.8 -1.1 -0.1
O -0.5 1.2 -1.1
O 0.8 1.9 0.9
H -0.9 -0.3 -0.6
H 0.3 -0.2 0.4
C -0.1 0.6 -0.7
C 0.5 -0.2 -0.1
C -0.1 0.5 -0.2
C 0.1 -1.9 -0.9
N -1.4 1.2 -1.3
N -0.4 -0.8 -0.5
H 0.1 -0.2 0.4
H -0.3 -0.5 0.0
H -0.1 0.2 0.7
H -0.1 -0.4 -0.2
H 0.0 0.3 -0.2
H 0.5 -0.1 0.6
H -0.6 0.4 -0.5
H -0.3 -0.1 0.9
H 0.8 0.5 0.2
H 1.3 -0.2 1.1
H -0.2 0.2 0.3
H 0.3 0.3 -0.1